No. 1
Molecular formula: C12H7Cl25O3
Method: DFT, ωB97M-V/def2-TZVPD

Values from the calculation:
HOMO-LUMO gap	9.34	eV
largest force on an atom	10.8	eV/Å
DFT total energy	-12191.5599	Ha
HOMO level	-9.6	eV

```
! RIJCOSX wB97M-V def2-TZVPD def2/J DEFGRID3
* xyz 0 1
C -0.05247 0.75102 4.08898
C -0.31540 1.11981 2.73528
C -0.92234 1.48238 1.21926
C 0.37791 1.76100 0.26163
O 0.39656 3.17534 -0.13959
C 1.72309 3.78963 0.02295
O -1.81848 2.62914 1.41499
C -2.81447 2.76413 0.34423
O -3.07956 4.03065 -0.07608
Cl -3.79093 1.40977 -0.45581
H -0.09774 0.78184 5.28118
H -1.43373 0.50274 0.83746
H 0.35338 1.10906 -0.73402
H 1.32683 1.40070 0.85279
H 1.95705 4.35627 -0.99429
H 2.60399 3.03789 0.19098
H 1.64045 4.60531 0.87880
C 0.17660 2.30912 -3.99675
Cl 1.39319 1.13098 -3.44327
Cl -0.77612 1.59967 -5.32466
Cl -0.90668 2.72396 -2.64436
Cl 0.99598 3.78192 -4.57462
C 6.12088 3.97020 0.67237
Cl 7.46025 3.22473 -0.23581
Cl 6.78202 5.00170 1.96591
Cl 5.13397 4.96121 -0.43146
Cl 5.10721 2.69316 1.39078
C -1.32915 -2.85877 5.61094
Cl -0.67004 -1.29855 5.05802
Cl -2.05301 -2.65866 7.22659
Cl -2.57589 -3.41587 4.46646
Cl -0.01770 -4.06205 5.69260
C -4.45542 -6.85852 2.43098
Cl -5.24666 -7.39970 0.92915
Cl -5.37463 -7.45630 3.83528
Cl -2.79436 -7.50021 2.49164
Cl -4.40592 -5.07789 2.46784
C 2.93022 6.20603 -7.11359
Cl 3.58932 7.76625 -7.66650
Cl 2.20636 6.40614 -5.49794
Cl 1.68348 5.64893 -8.25806
Cl 4.24167 5.00275 -7.03192
C -2.65393 -10.50939 -0.74967
Cl -2.91629 -10.95876 0.95435
Cl -1.89651 -11.87135 -1.61322
Cl -4.21822 -10.12095 -1.50904
Cl -1.58477 -9.08644 -0.83078
*
```

***

No. 2
Molecular formula: C5H7ClO
Method: DFT, ωB97M-V/def2-TZVPD

Values from the calculation:
structure (SMILES)	O[C@H]1CC=C[C@H]1Cl
HOMO-LUMO gap	10.72	eV
largest force on an atom	4.2	eV/Å
relative energy (zero: lowest compared OMol25 entry of this formula, charge and spin)	39.01	kJ/mol
DFT total energy	-730.1189	Ha
HOMO level	-9.8	eV

```
! RIJCOSX wB97M-V def2-TZVPD def2/J DEFGRID3
* xyz 0 1
C -0.77688 -0.56781 0.02169
C 0.26934 -0.80234 -1.06723
C 1.15933 0.38131 -0.83712
C 0.96022 0.91580 0.33377
C -0.00110 0.11498 1.15473
H -2.27455 0.68267 0.17275
H -1.31141 -1.48876 0.33226
H 0.82347 -1.75253 -0.95850
H -0.10342 -0.69963 -2.12334
H 1.88342 0.76018 -1.56123
H 1.58427 1.67231 0.92801
H 0.53039 -0.60508 1.81093
O -1.77028 0.31052 -0.57826
Cl -0.97280 1.07838 2.37153
*
```

***

No. 3
Molecular formula: C4H13N3O
Method: DFT, ωB97M-V/def2-TZVPD

Values from the calculation:
HOMO-LUMO gap	7.40	eV
largest force on an atom	5.1	eV/Å
relative energy (zero: lowest compared OMol25 entry of this formula, charge and spin)	708.96	kJ/mol
DFT total energy	-399.4773	Ha
HOMO level	-7.8	eV

```
! RIJCOSX wB97M-V def2-TZVPD def2/J DEFGRID3
* xyz 0 1
C -1.01407 -3.05945 0.62613
C 1.54926 2.66329 -0.53881
C 0.95287 0.57826 -1.60850
C -0.83973 1.41503 -0.38484
N -0.98759 -3.22865 1.98711
N -0.69299 -1.64686 3.01398
N 0.66811 1.53295 -0.54896
O -1.07606 -0.69716 2.45182
H -0.31562 -3.49516 -0.00287
H -1.94057 -3.21113 0.23906
H -0.86373 -1.85072 0.37315
H 1.33787 3.31680 -1.38256
H 1.36847 3.44571 0.25370
H 2.57038 2.44979 -0.53218
H 0.13235 -0.13462 -1.55970
H 1.06678 1.26388 -2.50777
H 1.86253 0.15501 -1.39167
H -1.24432 0.37559 -0.26267
H -1.03086 1.97445 0.56216
H -1.22615 2.00236 -1.18410
H -0.27694 -3.84938 2.39753
*
```